Molecular formula: C4H24N2O10
Method: DFT, ωB97M-V/def2-TZVPD

XYZ file:
```
40
Properties=species:S:1:pos:R:3
C -2.34601 -1.18675 1.38863
C -2.14749 0.09276 2.29494
C -3.45175 0.69520 2.83439
O -4.35939 0.08397 3.29525
N -1.07282 -1.15960 0.53922
C 0.22785 -1.56341 1.09848
N 0.29066 -1.88901 2.43175
O 1.18248 -1.42816 0.35710
H -2.42952 -2.15356 1.88269
H -3.23542 -0.98859 0.73604
H -1.58156 0.85406 1.79922
H -1.63801 -0.36159 3.18016
H -3.24189 1.80102 2.92057
H -1.16487 -1.66558 -0.33535
H -0.52782 -1.66764 3.01655
H 1.01098 -1.34083 2.95483
H 0.59746 1.77127 -4.85810
H -0.67447 1.09759 -4.66666
O -0.07111 1.67389 -4.18039
H 0.98555 2.84084 -2.90062
H 1.75850 1.71392 -2.03026
O 1.60707 2.64058 -2.17060
H 1.83246 3.13341 -0.27727
H 0.56967 3.69809 0.15472
O 1.37043 3.33706 0.54199
H -2.92650 -0.20420 -1.34622
H -3.23177 0.98253 -2.08683
O -2.61225 0.21675 -2.16696
H 1.14246 0.88149 2.24119
H 0.74165 2.35670 1.98500
O 0.75238 1.64387 2.66106
H 0.94442 -1.07189 -2.00912
H 0.40613 -0.14392 -3.03258
O 1.23215 -0.38596 -2.61616
H 2.99592 -2.62882 0.94843
H 4.11863 -2.05089 1.69757
O 3.96033 -2.74724 1.01064
H 3.10914 -2.07028 -3.18027
H 2.84145 -2.12710 -1.67108
O 3.03487 -2.67997 -2.44195
```

## Properties
**Total charge**: 0
**Calculated total energy**: -1028.68687 hartree